{"formula": "C5H8O", "method": "ωB97M-V/def2-TZVPD", "multiplicity": 1, "relative_energy_kj_mol": 424.1, "orbital_gap_ev": 9.11, "smiles": "C1=C2C[C@H]2CO1.[H][H]", "homo_energy_ev": -8.23, "elements": ["C", "C", "C", "C", "C", "O", "H", "H", "H", "H", "H", "H", "H", "H"], "coordinates": [[0.3186, -0.6644, 0.9927], [0.0341, 0.4657, 0.3283], [0.6475, 1.2005, -0.7969], [-0.3270, 0.0672, -1.0727], [-0.0035, -1.4107, -1.0916], [0.0268, -1.8067, 0.3219], [0.7348, -0.8148, 1.9839], [1.7142, 1.0573, -0.9605], [0.2924, 2.1981, -1.0504], [-1.3072, 0.3723, -1.4380], [0.9744, -1.6705, -1.5164], [-0.7785, -2.0046, -1.5787], [-1.2589, 1.6094, 3.2843], [-1.0677, 1.4012, 2.5941]], "nbo_charge": [0.195, -0.193, -0.371, -0.295, -0.084, -0.492, 0.203, 0.219, 0.223, 0.216, 0.184, 0.204, -0.020, 0.010]}